1.
Formula: C33H57NP2RhSi
Source: OMol25
Level of theory: ωB97M-V/def2-TZVPD

The frontier orbital gap (spin up / spin down) comes out at 6.6 / 4.7 eV. For the max |F|, the calculation gives 6.86 eV/A. The HOMO energy (spin up / spin down) is -8.470 / -9.999 eV.

```
! RIJCOSX wB97M-V def2-TZVPD def2/J DEFGRID3
* xyz 1 5
Rh 0.422 3.093 -0.993
C 0.217 0.516 3.132
C -0.929 1.360 3.016
C -1.629 -0.834 2.902
C -0.212 -0.836 3.013
C -2.062 0.520 2.828
C 1.595 0.927 3.492
H 1.696 2.012 3.394
H 2.362 0.435 2.875
H 1.839 0.661 4.534
C 0.646 -2.044 3.073
H 1.654 -1.793 3.434
H 0.749 -2.551 2.094
H 0.209 -2.768 3.778
C -2.506 -2.022 3.024
H -3.137 -1.925 3.923
H -1.899 -2.929 3.126
H -3.191 -2.168 2.177
C -3.459 0.994 2.703
H -3.926 1.160 3.692
H -4.118 0.297 2.165
H -3.474 1.956 2.169
C -0.981 2.830 3.176
H -1.484 3.108 4.116
H -1.544 3.316 2.365
H 0.019 3.276 3.210
C 1.524 3.356 -2.614
C 2.009 4.113 -1.480
C 1.624 5.524 -1.125
C 0.084 5.797 -1.158
C -0.808 4.590 -1.011
C -1.204 3.687 -2.048
C -0.851 3.715 -3.499
C 0.666 3.963 -3.703
H 2.174 6.212 -1.777
H -0.189 6.322 -2.080
H 1.986 5.666 -0.094
H 0.867 5.039 -3.756
H 2.162 2.494 -2.880
H 2.989 3.753 -1.125
H 0.975 3.510 -4.653
H -1.104 2.716 -3.884
H -2.191 3.263 -1.817
H -1.464 4.408 -4.097
H -0.132 6.404 -0.268
H -1.468 4.562 -0.134
P 0.975 0.152 -0.146
P -2.286 0.667 -0.724
C 0.312 0.217 -1.942
C -1.215 0.221 -2.183
H 0.740 -0.690 -2.397
H 0.774 1.082 -2.463
H -1.440 0.928 -3.001
H -1.545 -0.768 -2.541
C -2.877 -1.003 -0.312
H -3.003 -1.035 0.771
H -2.138 -1.756 -0.605
H -3.838 -1.189 -0.807
C -3.853 1.395 -1.362
H -4.009 1.227 -2.441
H -3.853 2.481 -1.159
H -4.696 0.953 -0.801
C 2.684 -0.385 -0.547
H 3.251 -0.450 0.388
H 3.181 0.344 -1.199
H 2.645 -1.363 -1.021
C 1.775 1.767 0.384
H 1.026 2.618 0.646
H 2.609 2.101 -0.253
H 2.250 1.642 1.372
C 3.767 -3.043 1.256
Si 2.735 -4.171 0.155
C 3.540 -4.308 -1.536
C 2.630 -5.859 0.955
N 1.158 -3.518 -0.028
C -0.025 -3.721 -0.572
C -0.307 -3.351 -1.935
C -1.551 -3.588 -2.501
C -2.571 -4.191 -1.750
C -2.348 -4.518 -0.404
C -1.119 -4.265 0.189
H 4.258 -3.637 2.040
H 3.155 -2.277 1.751
H 4.554 -2.537 0.681
H 4.441 -4.937 -1.472
H 2.850 -4.774 -2.254
H 3.837 -3.330 -1.939
H 2.553 -5.774 2.049
H 1.744 -6.398 0.593
H 3.522 -6.456 0.715
H 0.509 -2.926 -2.525
H -1.718 -3.328 -3.549
H -3.539 -4.416 -2.210
H -3.135 -4.996 0.185
H -0.913 -4.524 1.231
*
```


2.
Formula: C33H57NP2SiYb
Source: OMol25
Level of theory: ωB97M-V/def2-TZVPD

The frontier orbital gap (spin up / spin down) comes out at 6.8 / 4.3 eV. For the max |F|, the calculation gives 2.07 eV/A. The HOMO energy (spin up / spin down) is -9.393 / -9.393 eV.

```
! RIJCOSX wB97M-V def2-TZVPD def2/J DEFGRID3
* xyz 1 2
Yb 0.155 0.648 1.741
C 1.673 0.537 3.950
C 2.696 1.076 3.136
C 0.974 2.598 3.185
C 0.629 1.510 4.037
C 2.257 2.330 2.650
C 1.758 -0.737 4.717
H 2.449 -1.451 4.233
H 0.769 -1.226 4.794
H 2.133 -0.567 5.746
C -0.701 1.340 4.650
H -0.833 0.303 4.982
H -1.505 1.535 3.912
H -0.899 2.023 5.497
C 0.081 3.736 2.850
H 0.021 4.495 3.653
H -0.955 3.382 2.667
H 0.439 4.229 1.931
C 3.047 3.288 1.832
H 3.604 4.011 2.460
H 2.376 3.863 1.172
H 3.779 2.755 1.206
C 4.068 0.517 2.974
H 4.766 0.978 3.698
H 4.460 0.713 1.961
H 4.073 -0.570 3.155
C 0.058 -1.494 0.651
C 1.141 -1.722 1.412
C 2.500 -1.990 0.873
C 2.911 -1.057 -0.283
C 2.516 0.379 -0.178
C 1.374 0.916 -0.681
C 0.319 0.097 -1.385
C -0.012 -1.294 -0.827
H 2.597 -3.023 0.482
H 2.575 -1.522 -1.221
H 3.221 -1.933 1.698
H 0.532 -2.073 -1.378
H -0.920 -1.412 1.137
H 1.034 -1.944 2.482
H -1.063 -1.484 -1.081
H -0.594 0.714 -1.418
H 1.255 2.004 -0.763
H 0.547 -0.105 -2.453
H 4.010 -1.094 -0.319
H 3.307 1.035 0.179
P -0.264 -0.087 -5.637
P 0.081 2.644 -7.176
C -0.279 -0.154 -7.515
C -0.614 1.201 -8.152
H -1.027 -0.907 -7.809
H 0.715 -0.508 -7.830
H -0.226 1.264 -9.181
H -1.703 1.365 -8.175
C -0.723 4.014 -8.101
H -0.263 4.953 -7.782
H -1.782 4.037 -7.831
H -0.619 3.903 -9.187
C 1.733 2.708 -8.001
H 1.631 2.718 -9.095
H 2.330 1.844 -7.684
H 2.230 3.625 -7.664
C -1.707 -1.190 -5.316
H -1.760 -1.397 -4.240
H -1.616 -2.131 -5.875
H -2.619 -0.664 -5.619
C 1.087 -1.295 -5.310
H 2.039 -0.831 -5.586
H 0.946 -2.219 -5.884
H 1.110 -1.526 -4.239
C -3.289 -0.334 0.732
Si -3.250 -0.552 2.593
C -3.971 0.977 3.392
C -4.301 -2.000 3.073
N -1.663 -0.978 3.064
C -1.406 -2.109 3.811
C -1.765 -2.157 5.196
C -1.738 -3.381 5.886
C -1.302 -4.553 5.248
C -0.879 -4.522 3.910
C -0.951 -3.310 3.197
H -4.353 -0.156 0.500
H -2.976 -1.249 0.204
H -2.720 0.521 0.328
H -5.034 0.967 3.100
H -3.933 0.960 4.491
H -3.548 1.934 3.050
H -3.890 -2.924 2.647
H -4.319 -2.130 4.162
H -5.319 -1.848 2.702
H -2.113 -1.234 5.652
H -2.104 -3.410 6.916
H -1.299 -5.510 5.787
H -0.530 -5.411 3.383
H -0.670 -3.269 2.152
*
```


3.
Formula: C33H58F2HfN3O13S3
Source: OMol25
Level of theory: ωB97M-V/def2-TZVPD

The frontier orbital gap comes out at 5.1 eV. The energy relative to the best compared isomer or geometry (same formula, charge and spin) comes out at 15.10 kcal per mole. For the max |F|, the calculation gives 2.87 eV/A. The HOMO energy is -3.274 eV.

```
! RIJCOSX wB97M-V def2-TZVPD def2/J DEFGRID3
* xyz -1 1
Hf 10.316 -7.717 17.591
C 8.128 -5.200 21.772
C 8.313 -4.565 20.419
C 8.004 -3.054 20.395
C 9.085 -2.175 21.001
C 10.391 -2.535 20.316
C 10.801 -4.016 20.189
N 9.620 -4.756 19.796
O 9.887 -6.007 19.254
C 11.322 -4.466 21.572
C 11.974 -4.082 19.193
C 7.275 -5.179 19.445
H 8.511 -6.224 21.796
H 7.075 -5.372 22.017
H 8.594 -4.666 22.601
H 7.015 -2.973 20.862
H 7.872 -2.634 19.392
H 9.127 -2.412 22.074
H 8.838 -1.113 21.006
H 11.233 -2.082 20.849
H 10.357 -2.137 19.295
H 10.674 -4.259 22.422
H 12.288 -3.997 21.798
H 11.588 -5.525 21.515
H 11.658 -3.881 18.173
H 12.535 -5.012 19.274
H 12.702 -3.313 19.470
H 7.557 -6.164 19.067
H 7.131 -4.606 18.524
H 6.272 -5.219 19.880
F 11.331 -8.143 15.591
F 8.426 -8.641 18.346
C 14.662 -7.250 17.213
C 13.967 -7.954 18.192
C 14.698 -8.745 19.236
O 14.060 -9.329 20.184
C 16.086 -8.839 19.232
C 16.831 -8.222 18.192
C 16.087 -7.373 17.042
O 16.838 -6.659 16.396
O 18.047 -8.017 18.288
O 12.696 -7.856 18.211
H 14.082 -6.639 16.533
H 16.557 -9.423 20.006
C 12.473 -4.929 14.876
C 11.425 -4.793 15.918
O 11.096 -5.696 16.675
N 10.687 -3.667 15.833
C 9.400 -3.403 16.501
H 12.280 -4.298 14.013
H 12.605 -5.983 14.633
H 13.443 -4.637 15.295
H 11.101 -2.899 15.335
H 9.551 -2.364 16.806
H 9.101 -4.093 17.283
H 8.626 -3.307 15.734
C 6.437 -5.628 15.873
C 7.790 -6.208 15.488
O 8.586 -6.525 16.364
N 7.970 -6.395 14.184
C 9.274 -6.596 13.558
H 6.435 -4.598 15.503
H 6.329 -5.717 16.947
H 5.591 -6.093 15.366
H 7.231 -6.149 13.550
H 10.065 -6.476 14.292
H 9.465 -5.845 12.782
H 9.258 -7.505 12.957
C 10.993 -8.410 23.403
C 9.497 -8.818 23.247
C 9.163 -8.973 21.752
S 10.623 -9.477 20.907
O 10.820 -8.580 19.793
O 10.540 -10.916 20.712
C 11.795 -9.093 22.294
H 11.423 -8.704 24.358
H 10.981 -7.327 23.262
H 8.802 -8.400 23.972
H 9.609 -9.823 23.683
H 8.750 -8.149 21.163
H 8.404 -9.726 21.531
H 12.415 -8.298 21.884
H 12.239 -10.034 22.599
C 14.077 -11.472 16.652
C 13.715 -12.548 17.695
C 12.527 -11.992 18.471
S 11.451 -11.217 17.251
O 10.884 -9.982 17.742
O 10.460 -12.105 16.672
C 12.797 -10.922 16.025
H 14.820 -11.848 15.954
H 14.518 -10.668 17.250
H 14.467 -12.803 18.437
H 13.420 -13.458 17.161
H 12.969 -11.157 19.038
H 11.915 -12.523 19.196
H 12.870 -9.856 15.806
H 12.517 -11.438 15.106
C 7.247 -12.140 14.360
C 7.072 -12.332 15.874
C 6.916 -10.886 16.398
S 7.816 -9.795 15.284
O 8.975 -9.180 15.891
O 6.851 -9.007 14.537
C 8.399 -11.137 14.152
H 6.383 -11.577 13.995
H 7.445 -13.042 13.784
H 7.999 -12.753 16.266
H 6.213 -12.927 16.171
H 7.210 -10.753 17.437
H 5.876 -10.604 16.233
H 9.355 -11.451 14.573
H 8.556 -10.708 13.167
*
```


4.
Formula: C33H58F2N4O12S4
Source: OMol25
Level of theory: ωB97M-V/def2-TZVPD

Its structure (SMILES) is C=CC[C@@H](OC[C@H](OC#N)O[C@](CCCCCCCSc1nnco1)(CCC(C)C)CSCC)N(C(=O)F)C(=O)F.CCOS(C)(=O)=O.CCOS(C)(=O)=O. The frontier orbital gap comes out at 8.5 eV. For the max |F|, the calculation gives 3.56 eV/A. The HOMO energy is -8.320 eV.

```
! RIJCOSX wB97M-V def2-TZVPD def2/J DEFGRID3
* xyz 0 1
C -0.840 4.505 -2.948
C 0.270 4.163 -3.643
C 0.265 3.106 -4.822
C 1.665 2.367 -4.762
O 1.885 1.794 -3.480
C 1.162 0.565 -3.320
C 0.476 0.447 -1.880
O 0.013 1.815 -1.570
C 0.826 2.404 -0.661
N 1.620 2.769 0.084
O 1.401 0.025 -0.918
C 0.837 -0.830 0.096
C 1.908 -0.836 1.279
C 3.355 -1.295 0.773
C 4.533 -0.613 1.571
C 5.001 0.782 1.005
C 5.121 0.869 -0.562
C 5.953 -0.286 -1.236
C 7.465 -0.368 -0.793
S 8.643 0.549 -1.882
C 8.557 2.311 -1.528
N 9.340 3.237 -2.160
N 8.980 4.459 -1.679
C 8.005 4.277 -0.760
O 7.720 2.928 -0.639
C 0.558 -2.327 -0.359
C 1.554 -2.917 -1.439
C 0.862 -3.675 -2.645
C -0.242 -4.717 -2.203
C 0.300 -2.706 -3.759
C -0.524 -0.287 0.715
S -1.137 -1.354 2.121
C -1.904 -0.126 3.286
C -0.729 0.769 3.856
N 1.898 1.387 -5.877
C 0.758 1.249 -6.759
O 0.055 0.297 -6.728
F 0.450 2.204 -7.727
C 3.135 1.628 -6.586
O 4.125 1.137 -6.158
F 3.219 2.378 -7.734
H -1.822 3.975 -3.066
H -0.797 5.354 -2.216
H 1.233 4.657 -3.355
H -0.616 2.436 -4.652
H 0.191 3.717 -5.762
H 2.442 3.181 -4.866
H 1.858 -0.316 -3.416
H 0.316 0.448 -4.057
H -0.405 -0.233 -2.009
H 1.634 -1.535 2.103
H 2.010 0.239 1.592
H 3.466 -1.242 -0.341
H 3.409 -2.402 1.022
H 4.210 -0.521 2.649
H 5.385 -1.360 1.583
H 5.994 1.026 1.482
H 4.265 1.567 1.358
H 4.067 0.805 -0.972
H 5.509 1.877 -0.861
H 5.854 -0.165 -2.351
H 5.487 -1.284 -0.974
H 7.767 -1.454 -0.882
H 7.643 -0.068 0.272
H 7.450 5.044 -0.175
H -0.527 -2.443 -0.658
H 0.667 -2.963 0.570
H 2.193 -3.691 -0.914
H 2.279 -2.170 -1.862
H 1.681 -4.283 -3.141
H -1.100 -4.200 -1.694
H -0.620 -5.206 -3.150
H 0.184 -5.538 -1.555
H 1.121 -2.219 -4.341
H -0.410 -1.981 -3.276
H -0.325 -3.335 -4.456
H -0.435 0.769 1.100
H -1.375 -0.297 -0.031
H -2.634 0.505 2.708
H -2.425 -0.742 4.094
H -1.115 1.829 3.928
H 0.171 0.820 3.182
H -0.359 0.411 4.852
C -7.315 -1.641 6.583
C -6.753 -0.306 7.036
O -5.505 -0.457 7.727
S -4.195 -0.804 6.863
C -3.004 -0.538 8.140
O -4.024 0.202 5.856
O -4.205 -2.201 6.545
H -6.678 -2.103 5.828
H -8.309 -1.513 6.149
H -7.379 -2.336 7.423
H -6.642 0.382 6.194
H -7.447 0.155 7.740
H -3.006 0.514 8.416
H -2.030 -0.821 7.742
H -3.253 -1.168 8.991
C -5.982 1.546 0.374
C -7.261 0.791 0.060
O -7.026 -0.611 -0.114
S -6.730 -1.501 1.195
C -6.858 -3.085 0.425
O -7.816 -1.343 2.118
O -5.369 -1.303 1.591
H -5.575 1.249 1.341
H -6.165 2.621 0.403
H -5.217 1.335 -0.377
H -8.018 0.959 0.831
H -7.672 1.159 -0.881
H -7.882 -3.237 0.089
H -6.592 -3.833 1.171
H -6.161 -3.129 -0.409
*
```


max |F| of number 1 (C33H57NP2RhSi)?
6.86 eV/A